# 1
14
Properties=species:S:1:pos:R:3:forces:R:3 method="wB97M-V/def2-TZVPD" multiplicity=1 mol_weight_g_mol=93.13 relative_energy_kj_mol=537.3 homo_ev="-7.7 / -8.4" e_lumo_ev="-1.549 / -0.039"
C 0.4155 -1.0959 0.1223 0.5 3.2 1.1
C 0.1946 0.6069 0.3835 -1.7 -3.2 0.0
C 1.4992 -1.8129 0.4423 0.5 -0.9 -0.2
C 1.0906 1.3190 -0.4108 1.0 1.1 -1.0
C -2.3879 0.6098 -0.2774 -0.4 -0.2 -0.6
N -0.7861 -1.2758 -0.3651 -1.2 -1.0 -1.1
C -1.1918 0.0217 -0.2069 1.4 1.2 1.5
H 0.1030 0.9498 1.4135 0.1 -0.2 0.0
H 2.4460 -1.3190 0.6085 -0.1 0.0 0.2
H 1.4587 -2.8947 0.4459 0.1 0.0 0.0
H 1.3189 0.9685 -1.4099 -0.1 0.2 0.0
H 1.5894 2.2131 -0.0575 0.0 -0.1 0.0
H -2.5611 1.6001 0.1200 0.1 0.0 -0.2
H -3.1890 0.1094 -0.8086 -0.1 0.0 0.3


# 2
14
Properties=species:S:1:pos:R:3:forces:R:3 method="wB97M-V/def2-TZVPD" multiplicity=1 mol_weight_g_mol=93.13 relative_energy_kj_mol=597.0 homo_ev="-8.4 / -8.5" e_lumo_ev="-1.260 / -1.257"
C -0.2563 -0.3401 -0.5504 -1.4 0.0 -1.1
C -0.8231 0.2048 -1.8669 -0.4 -0.4 1.6
C 0.2102 1.0742 -0.3363 1.4 0.4 2.4
C -0.7925 1.6683 -1.2505 -0.5 0.3 -1.2
C -0.3318 -1.5517 0.1328 1.9 4.9 -1.8
C 0.4516 -1.7473 1.3157 -0.5 -4.1 2.8
N 1.2029 1.5301 0.3285 -0.1 1.3 -0.4
H -0.4115 2.4228 -1.9877 -0.3 -0.6 0.6
H -1.7065 2.1500 -0.7569 1.1 -1.2 -0.6
H -0.8920 -2.2901 -0.2928 -1.5 -2.0 -1.0
H 0.8233 -0.8772 1.7688 0.1 1.3 0.7
H 1.3651 -2.3766 1.1648 -0.6 0.3 -0.5
H -0.1471 -2.4725 2.0821 1.3 2.0 -1.4
H 1.3076 2.6052 0.2488 -0.5 -2.2 0.0


# 3
14
Properties=species:S:1:pos:R:3:forces:R:3 method="wB97M-V/def2-TZVPD" multiplicity=1 smiles=C#C[C@@H](C)CC#N mol_weight_g_mol=93.13 relative_energy_kj_mol=231.0 homo_ev=-10.5 e_lumo_ev=0.788
C -2.0583 1.0069 1.4035 0.3 -0.3 -0.1
C -1.1929 0.2697 1.0050 -0.4 0.3 0.2
C -0.0485 -0.4305 0.4022 0.0 0.0 0.1
C -0.4513 -1.1632 -0.8964 0.0 0.0 -0.1
C 1.0578 0.6654 0.2561 0.1 0.1 0.0
C 1.9668 0.4889 -0.8771 0.6 -0.1 -0.8
N 2.6475 0.3834 -1.8062 -0.6 0.0 0.9
H -2.8197 1.6739 1.7423 0.1 -0.2 0.0
H 0.3300 -1.1765 1.1101 0.0 0.1 -0.1
H -1.3285 -0.7025 -1.3558 0.2 0.0 0.0
H 0.3626 -1.1609 -1.6257 -0.1 0.0 0.1
H -0.6938 -2.2065 -0.6785 0.0 0.2 0.0
H 0.5844 1.6448 0.1399 0.1 -0.1 0.0
H 1.6441 0.7070 1.1805 -0.1 0.0 -0.2


# 4
16
Properties=species:S:1:pos:R:3:forces:R:3 method="wB97M-V/def2-TZVPD" multiplicity=1 mol_weight_g_mol=123.13 charge=+1 relative_energy_kj_mol=340.0 homo_ev=-13.6 e_lumo_ev=-6.031
C 0.2945 0.7019 0.8667 -0.9 0.0 -0.8
C -0.8596 -0.7948 -0.7124 -0.6 -2.2 -1.7
C 1.5829 0.6757 0.3535 -0.3 1.2 3.2
C -0.8834 -0.0192 0.4037 1.7 0.6 2.4
C -0.0263 -0.7813 -1.7839 1.7 -0.2 -3.8
C -2.0678 -0.0737 1.3571 -1.1 -0.9 -2.6
N 2.6608 -0.0491 -1.6021 1.1 0.8 -2.7
N 1.8862 -0.0222 -0.6980 0.3 -1.1 0.4
O 0.4506 -0.8759 -2.8521 -1.8 0.4 3.5
H 0.1541 1.3025 1.7469 0.0 0.0 0.3
H -1.5017 -1.6976 -0.9583 0.1 1.1 0.9
H 2.4516 1.0080 1.0479 -1.4 -0.4 -1.5
H -2.0772 -0.7791 2.1757 0.5 -1.2 -0.4
H -2.9866 -0.2779 0.6592 1.3 0.8 1.9
H -2.0487 0.7810 1.9742 -0.6 1.7 0.0
H 2.9705 0.9018 -1.9781 0.1 -0.7 1.0


# 5
16
Properties=species:S:1:pos:R:3:forces:R:3 method="wB97M-V/def2-TZVPD" multiplicity=1 smiles=Cn1ncc2cc[nH]c21 mol_weight_g_mol=121.14 relative_energy_kj_mol=151.7 homo_ev=-8.1 e_lumo_ev=0.780
C 0.8636 -1.3428 -2.0087 0.1 -0.3 -0.3
N 0.2527 -0.2634 -1.3116 -1.5 0.3 5.7
N 0.2753 1.0086 -1.7065 0.2 0.2 -0.6
C -0.0806 1.8223 -0.7480 0.0 -0.2 -0.1
C -0.3273 1.1365 0.4759 0.1 -1.0 -0.1
C -0.7045 1.2012 1.8451 -0.1 -0.1 0.2
C -0.6832 -0.0814 2.3190 -0.2 0.2 0.6
N -0.3144 -0.9635 1.3239 0.0 -0.4 0.0
C -0.0993 -0.2059 0.2370 1.2 0.9 -5.5
H 1.2906 -0.9327 -2.9225 0.0 -0.1 0.0
H 1.6576 -1.8089 -1.4174 0.0 0.1 -0.1
H 0.1199 -2.1054 -2.2613 0.1 0.0 -0.1
H -0.1435 2.8743 -0.9562 0.0 0.1 0.0
H -0.9836 2.0705 2.4089 0.0 0.1 0.2
H -0.8930 -0.4492 3.3070 0.0 0.0 0.1
H -0.2302 -1.9602 1.4155 0.0 0.1 0.0


# 6
17
Properties=species:S:1:pos:R:3:forces:R:3 method="wB97M-V/def2-TZVPD" multiplicity=1 mol_weight_g_mol=137.14 relative_energy_kj_mol=416.2 homo_ev="-7.4 / -7.4" e_lumo_ev="0.371 / 0.371"
C 0.3950 1.4392 0.5273 -0.4 0.3 0.2
C -0.9189 1.6696 0.6259 0.7 0.5 0.2
C 1.0277 0.2384 -0.0179 -0.1 -0.1 -0.2
C 0.3774 -0.8862 -0.1571 -0.1 -0.5 0.0
C -2.9698 0.5831 -0.1867 0.5 -0.3 0.0
C 2.4704 0.3707 -0.4543 0.0 -0.1 0.0
N -1.8478 0.7907 0.1500 -0.1 -0.2 0.0
N -0.3513 -1.9350 -0.1922 -0.1 0.8 -1.3
N -0.4765 -2.8484 0.7217 0.1 -0.8 1.3
O -3.9880 0.1917 -0.5813 -1.0 0.0 -0.2
H 1.0632 2.2132 0.8774 0.0 0.1 0.1
H -1.3036 2.5714 1.0844 0.1 0.1 0.0
H 3.0536 -0.4847 -0.1246 0.1 0.0 0.0
H 2.5304 0.4200 -1.5407 0.0 0.1 0.0
H 2.9103 1.2776 -0.0493 0.1 0.1 0.0
H -0.8589 -2.0350 -1.0908 0.2 0.0 0.5
H -1.1130 -3.5762 0.4081 0.0 0.3 -0.4


Copy entry 1 word for word.
14
Properties=species:S:1:pos:R:3:forces:R:3 method="wB97M-V/def2-TZVPD" multiplicity=1 mol_weight_g_mol=93.13 relative_energy_kj_mol=537.3 homo_ev="-7.7 / -8.4" e_lumo_ev="-1.549 / -0.039"
C 0.4155 -1.0959 0.1223 0.5 3.2 1.1
C 0.1946 0.6069 0.3835 -1.7 -3.2 0.0
C 1.4992 -1.8129 0.4423 0.5 -0.9 -0.2
C 1.0906 1.3190 -0.4108 1.0 1.1 -1.0
C -2.3879 0.6098 -0.2774 -0.4 -0.2 -0.6
N -0.7861 -1.2758 -0.3651 -1.2 -1.0 -1.1
C -1.1918 0.0217 -0.2069 1.4 1.2 1.5
H 0.1030 0.9498 1.4135 0.1 -0.2 0.0
H 2.4460 -1.3190 0.6085 -0.1 0.0 0.2
H 1.4587 -2.8947 0.4459 0.1 0.0 0.0
H 1.3189 0.9685 -1.4099 -0.1 0.2 0.0
H 1.5894 2.2131 -0.0575 0.0 -0.1 0.0
H -2.5611 1.6001 0.1200 0.1 0.0 -0.2
H -3.1890 0.1094 -0.8086 -0.1 0.0 0.3